DFT (ωB97M-V with the def2-TZVPD basis set) results for C30H41BiN9O4Se as an isolated structure.

Element x y z (Å)
Bi -0.24370 0.00788 -0.03447
O -1.49218 3.06590 3.27919
C -1.05785 2.34256 2.27273
O -1.21344 1.13739 2.17226
C -0.35157 3.14033 1.22466
C 0.02105 4.46038 1.35414
C 0.66254 5.06559 0.27147
C 0.87573 4.34634 -0.89101
C 0.47426 3.01595 -0.92818
N -0.11092 2.43807 0.11273
C 0.61661 2.15293 -2.17053
O 0.86223 2.67234 -3.22558
O 0.40041 0.87329 -1.97590
H -1.94177 2.49650 3.92814
H -0.17818 5.00020 2.26864
H 0.98257 6.09674 0.34255
H 1.33804 4.77825 -1.76777
N -1.94944 -2.66709 3.35874
C -3.20275 -2.56765 2.79501
C -3.00497 -2.05935 1.55244
N -1.65483 -1.84385 1.34527
C -1.05516 -2.22033 2.45459
C 0.39484 -2.18043 2.61745
N 1.21201 -1.95889 1.60732
C 2.48114 -1.98840 2.14774
C 2.41435 -2.23805 3.48303
N 1.07666 -2.35494 3.77239
H -1.75906 -3.03886 4.27526
H -4.09311 -2.87513 3.31329
H -3.74668 -1.84672 0.80190
H 3.36228 -1.83394 1.54951
H 3.17501 -2.33851 4.23656
H 0.70483 -2.53338 4.69132
C -5.57974 2.29257 0.43830
C -5.47492 2.74569 -1.01411
C -4.47979 3.88786 -1.21079
C -3.02780 3.43185 -1.12991
N -2.61554 2.69003 -2.33242
C -2.47034 1.36556 -2.47991
Se -2.69584 0.09656 -1.10219
N -2.20260 1.08931 -3.75737
C -2.01221 -0.23306 -4.34779
C -3.31078 -1.00525 -4.55698
C -4.38827 -0.25787 -5.35145
C -5.21177 0.74041 -4.53542
C -2.13279 2.28662 -4.47079
C -1.88541 2.55393 -5.81594
C -1.89938 3.88001 -6.18732
C -2.15418 4.91054 -5.26090
C -2.41230 4.64235 -3.93564
C -2.39836 3.29924 -3.56604
H -6.35033 1.53235 0.56122
H -5.83787 3.12938 1.08930
H -4.64124 1.85963 0.79889
H -6.45436 3.06454 -1.37111
H -5.19003 1.89762 -1.64744
H -4.62329 4.64337 -0.43404
H -4.65215 4.38870 -2.16533
H -2.87875 2.76799 -0.28043
H -2.34413 4.27669 -1.03156
H -1.31757 -0.77896 -3.70645
H -1.51675 -0.06535 -5.30282
H -3.71972 -1.31287 -3.58943
H -3.03527 -1.91898 -5.09060
H -5.06544 -1.00241 -5.77019
H -3.92933 0.24398 -6.20866
H -5.46383 0.33045 -3.55331
H -6.15082 0.96511 -5.03839
H -4.70089 1.69295 -4.38692
H -1.69492 1.77640 -6.54130
H -1.71185 4.13939 -7.21968
H -2.14906 5.93601 -5.60228
H -2.61271 5.43470 -3.22845
N 0.18690 -5.13268 -3.12991
C 0.97724 -4.47665 -2.00868
C 0.20421 -3.36445 -1.28331
N 0.54033 -1.99194 -1.67093
H 0.78429 -5.74492 -3.69565
H -0.22976 -4.44752 -3.76520
H -0.57252 -5.71294 -2.76074
H 1.89174 -4.10415 -2.46698
H 1.24259 -5.28435 -1.32999
H 0.42236 -3.46465 -0.21959
H -0.87601 -3.49447 -1.38866
H 0.27475 -1.74360 -2.61868
H 1.53979 -1.83150 -1.58548

The calculation puts the total energy at -4576.8918 Eh. As for the total charge: +3. The value obtained for the energy above the lowest of the compared OMol25 structures with the same formula, charge and spin is 0.3367 eV. For the HOMO energy, the calculation gives -15.6 eV.